Density functional theory data (ωB97M-V/def2-TZVPD) for a cluster of 2 separate species, C8H9BrF3NOS in total.

```
24
Properties=species:S:1:pos:R:3:forces:R:3
Br 0.497 1.800 2.919 -0.38 -0.33 0.15
S -1.825 -1.440 1.051 0.83 0.83 0.65
F -0.477 3.004 -0.463 -0.36 -0.84 0.15
F -0.197 2.244 -2.457 -0.42 -0.13 0.70
F -1.756 1.353 -1.222 -0.18 0.46 0.14
O 1.661 1.234 -0.278 -0.51 -3.67 -2.29
N 0.914 -0.344 -2.940 0.60 3.38 -0.90
C -1.227 -0.571 3.435 0.04 0.60 0.05
C 1.239 -1.585 -0.892 -2.53 -0.25 -0.33
C 0.456 -0.455 -1.588 -2.41 -2.11 0.80
C -0.662 0.327 2.504 0.90 0.15 -1.72
C -0.544 1.849 -1.158 0.82 1.10 -0.98
C -1.878 -1.553 2.763 -0.80 -1.37 0.93
C 0.478 0.825 -0.740 -1.02 -1.90 1.88
C -0.827 -0.040 1.197 1.14 1.30 -1.88
H -0.661 -0.825 -1.574 1.91 1.06 -0.15
H 1.555 2.051 0.088 -0.21 3.87 1.98
H 0.647 0.674 -3.264 0.91 -2.85 0.23
H 0.852 -2.634 -1.156 0.44 1.75 0.55
H -2.379 -2.418 3.206 0.06 0.47 -0.10
H 1.953 -0.365 -2.858 -0.93 0.20 -0.58
H 1.063 -1.255 0.114 0.54 -1.14 1.02
H -1.118 -0.370 4.499 -0.28 -0.58 -0.16
H 2.235 -1.503 -1.187 1.88 0.00 -0.12
```
Forces are in eV/Å.

For the lowest unoccupied orbital energy (alpha / beta), the calculation gives -0.65 / -0.65 eV. Its charge is 0. The calculation puts the energy above the lowest of the compared OMol25 structures with the same formula, charge and spin at 236.0 kJ/mol.

Density functional theory data (ωB97M-V/def2-TZVPD) for a cluster of 3 separate species, C20H38F3NO11S in total.

```
74
Properties=species:S:1:pos:R:3:forces:R:3
S -0.921 2.098 4.688 -0.01 0.03 0.10
F -3.306 4.534 4.346 0.20 -0.27 0.15
F -0.681 -0.885 3.124 -0.17 0.08 -0.26
F -3.731 -1.062 2.757 0.15 -0.04 0.13
O -4.149 2.937 5.614 -0.03 -0.19 0.58
O 0.270 2.495 -4.941 -0.06 -0.07 0.13
O -3.311 -0.109 4.701 -0.31 0.13 0.50
O -2.149 1.760 -2.547 0.04 0.00 -0.18
O -3.384 2.486 3.540 0.23 -0.15 0.25
O 0.405 -4.450 -0.264 -0.17 -0.03 -0.07
O 2.694 -2.519 -0.605 -0.02 -0.19 0.02
O -0.729 0.098 1.144 0.43 0.03 -0.47
O 2.663 -5.198 1.623 -0.07 0.16 -0.06
O -0.091 2.732 1.990 -0.01 -0.07 0.28
O -1.060 -0.186 -4.612 0.00 -0.16 -0.06
N -2.317 0.664 2.728 0.09 -0.11 0.78
C -1.177 -0.024 2.214 -0.54 -0.03 0.27
C -1.467 2.922 2.167 -0.19 0.10 -0.23
C -1.531 0.891 -5.398 -0.14 0.03 -0.08
C 2.689 3.006 3.635 0.03 -0.18 -0.14
C 2.179 -5.308 2.942 0.05 -0.04 0.01
C 1.379 -2.162 -0.228 0.01 0.24 0.03
C 0.617 -3.265 0.479 -0.05 0.06 0.16
C -1.554 0.503 -2.272 -0.03 0.04 0.23
C 0.725 3.880 2.248 0.11 0.19 -0.13
C -0.550 0.066 -3.317 0.14 -0.03 0.06
C -3.140 -0.156 3.543 0.35 -0.08 -0.65
C -0.470 1.828 -5.942 0.01 0.09 -0.19
C 2.065 -6.048 0.666 0.10 -0.17 0.02
C 1.495 -5.312 -0.529 0.03 -0.07 -0.13
C -3.558 1.779 -2.596 0.01 0.02 0.06
C -2.054 2.015 3.276 0.02 0.27 -0.50
C 2.184 3.441 2.255 -0.02 -0.27 0.10
C -3.606 3.257 4.632 -0.25 0.47 -0.98
C 1.665 2.289 -4.957 0.01 0.05 -0.03
C 2.987 -2.428 -1.981 0.02 0.05 0.01
H 2.257 2.583 1.573 0.07 0.29 -0.03
H -0.387 -2.866 0.650 0.01 -0.02 0.04
H 3.750 2.736 3.585 -0.17 0.10 0.05
H 2.151 2.112 3.976 0.04 0.27 0.00
H 2.022 2.286 -3.926 0.00 0.04 0.00
H 2.810 4.246 1.851 -0.12 -0.12 0.10
H 2.285 -4.811 -1.091 0.02 0.08 0.18
H 1.141 -5.654 2.965 0.00 0.01 0.00
H 2.091 -2.544 -2.597 0.00 -0.02 0.00
H 2.795 -5.993 3.533 -0.04 -0.04 0.00
H 0.305 0.745 -3.341 -0.15 0.11 -0.03
H -0.178 -0.906 -2.981 0.04 0.01 -0.01
H 3.685 -3.226 -2.236 0.03 0.02 0.01
H 0.195 1.275 -6.614 0.05 -0.02 0.08
H 2.174 3.093 -5.498 0.01 -0.03 -0.04
H -3.863 2.517 -3.340 0.01 0.03 0.03
H 2.835 -6.727 0.277 -0.06 -0.07 0.02
H 2.221 -4.320 3.402 0.04 0.00 0.01
H -1.014 0.588 -1.323 -0.01 -0.13 0.02
H 0.805 -1.823 -1.097 0.04 -0.07 -0.05
H -3.968 0.807 -2.886 0.00 0.01 -0.01
H 2.570 3.804 4.377 0.01 -0.15 -0.10
H -2.320 -0.270 -2.149 -0.03 0.03 -0.07
H 3.459 -1.468 -2.219 -0.05 0.02 -0.03
H -3.983 2.068 -1.629 -0.03 -0.05 0.01
H 0.555 4.623 1.454 -0.06 -0.13 0.17
H 1.049 -3.472 1.460 0.14 -0.03 -0.13
H -2.324 1.447 -4.895 0.16 0.05 0.10
H 1.928 1.331 -5.415 0.00 -0.01 0.02
H -1.717 3.955 2.441 0.10 -0.18 0.03
H -2.002 2.679 1.237 0.10 0.04 0.18
H 1.434 -1.321 0.471 -0.05 0.05 -0.05
H -1.678 1.367 5.518 -0.08 -0.05 -0.02
H -1.980 0.414 -6.274 -0.05 0.02 0.02
H 1.075 -6.084 -1.180 0.03 0.02 -0.04
H 1.283 -6.663 1.125 -0.02 0.07 0.04
H 0.448 4.322 3.217 0.01 0.01 -0.16
H -0.993 2.581 -6.545 0.03 -0.03 -0.06
```
Forces are in eV/Å.

Its SMILES is CCCOC[C@@](S)(OC(=O)F)N(C(=O)F)C(=O)F.COCCOCCOC.COCCOCCOC. For the lowest unoccupied orbital energy, the calculation gives 0.28 eV. Its charge is 0.

Density functional theory data (ωB97M-V/def2-TZVPD) for a cluster of 2 separate species, C28H45BrN6O9P in total.

```
90
Properties=species:S:1:pos:R:3:forces:R:3
Br -5.023 1.740 0.660 0.36 0.06 -0.14
P -2.164 0.904 3.139 0.81 -1.22 3.02
O -3.847 3.164 -1.381 -0.02 -0.49 0.95
O -3.380 -0.109 2.891 0.39 0.80 -0.97
O -2.042 -7.860 -0.771 0.29 -0.08 0.22
O -2.770 2.409 3.369 -0.25 -0.59 -1.24
O -2.091 -5.797 -1.661 0.87 0.12 0.38
O -3.687 -7.163 -2.126 0.03 -0.60 0.24
O -2.179 -3.985 2.099 -1.23 0.95 -0.53
O -3.850 -5.215 1.254 -0.41 1.19 0.70
O 1.168 -0.481 -3.270 0.06 0.79 0.46
N -1.375 0.514 4.424 -0.12 0.41 -0.39
N 1.036 0.796 1.091 -0.55 -0.07 -0.03
N -1.155 1.434 -2.746 -0.81 0.25 -0.23
N 0.843 2.189 -0.761 0.23 -0.49 -1.13
N 0.331 2.469 2.658 0.42 -0.24 -0.52
N -1.172 0.808 1.807 -1.16 1.13 -0.33
C 1.548 2.529 -2.003 0.27 1.58 -0.11
C -0.157 -3.528 0.846 0.04 0.55 -0.51
C 1.786 -2.433 -2.149 -0.27 0.99 -0.01
C 4.110 4.883 1.565 -0.64 -0.32 -0.07
C 1.007 -3.242 -2.953 -0.27 0.86 -0.42
C -3.509 -4.258 1.898 0.25 -1.85 -0.50
C -3.555 2.520 -0.422 0.36 0.63 -1.23
C -0.194 -1.985 1.039 -0.29 -1.39 0.34
C -2.112 2.305 0.032 -0.75 0.08 0.74
C 0.723 0.768 -0.399 1.05 0.22 1.31
C 3.001 5.198 2.581 0.00 -0.36 -0.74
C 2.694 -3.022 -1.306 1.01 0.85 1.19
C 3.025 2.985 -1.800 -0.60 -0.71 -0.99
C 2.848 -4.379 -1.233 0.04 -0.56 -0.05
C -1.739 0.841 0.414 0.99 0.96 0.09
C 0.094 1.379 1.882 0.21 -0.02 0.06
C 2.058 -5.164 -2.041 0.36 -1.06 0.30
C -1.348 0.229 -1.956 0.07 0.10 0.08
C 1.848 -0.153 -0.944 -0.31 -0.25 -0.02
C 1.595 3.153 2.820 -0.41 0.91 0.67
C 1.148 -4.598 -2.893 -0.83 -0.57 -0.90
C -1.530 -4.180 0.807 1.70 -0.14 -0.04
C -0.798 -1.369 -0.229 0.36 0.29 0.65
C 1.645 4.563 2.169 0.89 -0.50 0.80
C -2.277 1.608 -3.694 0.69 -0.75 -0.18
C -2.588 -6.985 -1.487 -0.84 0.88 -0.92
C -0.694 0.166 -0.518 -1.45 -0.82 -1.19
C 1.558 -0.936 -2.212 0.49 -1.44 -0.55
H -2.103 -3.690 0.018 -0.27 -0.42 0.09
H -3.241 1.559 -3.192 0.08 0.40 0.06
H -1.404 1.288 5.079 0.27 -0.22 0.22
H 2.809 0.366 -1.039 -0.27 0.31 -0.20
H -2.275 0.773 -4.417 -0.13 0.22 -0.08
H 1.527 4.526 1.084 -0.13 0.13 0.06
H -2.666 0.264 0.437 0.26 -0.21 -0.18
H -0.347 1.319 -3.346 0.19 -0.14 0.34
H -3.115 -0.815 2.283 -0.20 -0.22 0.14
H 1.664 3.373 3.894 0.19 -0.23 -0.07
H 0.819 -1.694 1.311 -0.11 0.42 -0.24
H 0.289 -2.751 -3.598 -0.07 -0.25 -0.08
H 3.315 -2.415 -0.652 -0.05 0.06 -0.07
H 2.001 1.037 1.262 -0.01 0.16 0.03
H 2.031 -0.881 -0.154 -0.19 -0.03 -0.11
H 2.866 6.277 2.675 0.20 -0.06 0.21
H -1.092 -0.670 -2.527 0.07 0.10 0.15
H -1.401 -5.232 0.551 -0.51 0.06 -0.02
H -0.421 2.871 3.194 -0.18 -0.31 -0.01
H 0.520 -5.216 -3.522 -0.06 -0.09 0.21
H -3.390 2.356 4.108 -0.09 0.14 -0.02
H 3.812 5.267 0.586 0.33 0.17 0.05
H 4.188 3.795 1.445 0.12 0.08 0.04
H 2.147 -6.242 -1.983 -0.11 0.02 -0.03
H -4.237 -3.555 2.348 0.49 -0.02 0.25
H 3.704 2.146 -1.977 0.14 0.11 0.49
H 3.183 3.458 -0.832 0.12 0.00 -0.04
H -0.461 -1.962 -1.084 0.14 0.28 0.04
H 3.234 3.687 -2.613 0.18 0.16 0.29
H -2.428 0.130 -1.773 0.08 0.02 0.00
H -0.829 -1.818 1.914 0.19 0.31 0.01
H -2.119 2.542 -4.232 -0.34 0.01 0.05
H 5.091 5.252 1.863 -0.09 0.13 -0.09
H 2.479 2.554 2.602 -0.25 -0.17 -0.30
H 1.052 3.423 -2.406 -0.21 -0.27 -0.03
H 1.505 1.791 -2.800 -0.12 -0.30 0.41
H 3.541 -4.850 -0.549 0.09 0.16 0.03
H 0.850 5.147 2.637 -0.19 -0.05 -0.37
H -1.874 -1.571 -0.190 0.07 -0.01 -0.14
H 1.342 2.696 -0.045 -0.17 -0.26 0.33
H -2.031 2.909 0.945 -0.05 -0.01 -0.08
H 3.308 4.747 3.529 -0.15 0.46 0.20
H 0.536 -4.001 1.547 -0.26 0.00 0.19
H -1.482 2.785 -0.713 0.01 -0.42 -0.17
H 0.272 -3.688 -0.153 -0.05 -0.30 0.18
```
Forces are in eV/Å.

For the lowest unoccupied orbital energy, the calculation gives 0.70 eV. Its charge is -1.

Density functional theory data (ωB97M-V/def2-TZVPD) for an isolated molecule of C20H19F3N4O3S.

```
50
Properties=species:S:1:pos:R:3:forces:R:3
S 1.528 -3.202 -2.142 0.19 0.42 0.35
F 0.138 6.330 6.036 -1.20 0.29 -0.02
F 1.473 6.444 4.383 -0.14 -0.70 -0.52
F 2.032 5.449 6.233 -0.01 -0.50 -0.93
O -0.458 1.475 -5.977 1.24 -0.28 4.43
O 1.402 -5.788 -1.602 0.27 -0.52 -0.72
O -0.021 3.289 5.798 -0.41 1.24 -0.09
N -0.556 -4.670 -2.221 0.44 -0.45 0.17
N 0.058 3.284 -4.826 0.88 -0.64 1.96
N 0.269 1.825 -2.351 -0.02 -0.90 -2.75
N 1.047 2.459 3.259 -1.51 1.64 0.33
C 0.460 -0.892 0.206 -0.46 -1.40 -1.38
C 1.028 -0.164 1.138 2.06 0.87 3.59
C 1.599 3.624 4.008 -1.27 -1.07 -0.42
C 0.206 -0.250 -1.032 0.03 0.83 0.44
C 1.972 2.003 2.219 -0.15 -0.39 0.01
C -0.096 1.181 -3.514 0.29 -1.67 2.92
C 1.122 1.857 -0.149 -0.33 -1.02 1.57
C 0.734 -4.732 -2.050 -1.57 0.72 0.40
C 0.732 -7.045 -1.682 -0.94 -1.77 -2.24
C 0.431 4.260 4.826 1.18 -0.92 -2.05
C -0.605 2.072 5.267 1.98 -0.22 -0.73
C -0.198 -0.898 -2.154 0.32 -1.93 -4.25
C -0.025 -2.408 -2.213 -1.60 0.13 -0.33
C 0.392 1.452 4.165 1.29 2.03 1.20
C -0.365 -0.246 -3.416 0.61 0.86 0.80
C -0.996 -3.367 -2.326 0.30 -0.04 0.63
C -0.098 1.932 -4.817 -2.76 0.47 -5.61
C 0.479 1.114 -1.223 0.62 2.14 0.87
C 1.012 5.625 5.331 0.04 -0.65 2.62
C 1.404 1.201 1.049 -1.14 1.36 -1.47
H 0.059 -7.167 -2.609 0.68 0.97 1.37
H 0.307 -1.976 0.349 -0.11 0.81 -0.24
H 1.321 2.929 -0.185 -0.13 -0.31 -0.57
H 1.183 0.894 4.697 -0.24 -0.19 -0.10
H 1.476 -7.851 -1.965 -0.43 1.03 1.32
H 1.369 -0.591 2.091 -0.48 -0.36 -0.32
H 2.461 3.283 4.561 0.24 0.02 1.12
H 0.079 -7.242 -0.805 0.82 0.09 -0.40
H 2.734 1.450 2.755 0.82 -0.55 -0.24
H -0.139 3.819 -5.678 0.49 -0.65 0.75
H -0.187 0.856 3.541 -0.87 -1.52 -0.97
H -2.089 -3.234 -2.294 0.77 0.27 -0.30
H -1.590 2.193 4.829 -0.14 0.62 -0.17
H 0.582 3.605 -4.015 -0.42 0.80 -0.45
H 2.444 2.872 1.732 -0.18 -0.11 0.61
H 1.994 4.402 3.373 -0.12 -0.02 -0.82
H -0.572 -0.879 -4.287 0.10 0.57 0.28
H -0.319 4.529 4.007 0.42 -0.38 1.34
H -0.748 1.357 6.138 0.55 0.97 -1.01
```
Forces are in eV/Å.

Its SMILES is COc1ncc(-c2cc(C(N)=O)nc3cc(CN4CCO[C@@H](C(F)(F)F)C4)ccc23)s1. For the lowest unoccupied orbital energy, the calculation gives -0.72 eV. Its charge is 0. The calculation puts the energy above the lowest of the compared OMol25 structures with the same formula, charge and spin at 58.1 kJ/mol.

| no. | total energy (eV) |
| --- | --- |
| 1 | -101006.029 |
| 2 | -64352.153 |
| 3 | -136461.704 |
| 4 | -52136.638 |